Below is a molecular structure, C9H35FeN16O9 in a non-equilibrium geometry, with properties calculated with the ωB97M-V functional and the def2-TZVPD basis.

Element x y z (Å)
O (3.524, -1.946, 1.076)
H (-0.276, 1.554, 2.786)
H (-1.518, -3.551, 3.730)
H (-0.627, -0.793, 0.322)
O (-4.419, -3.177, 3.087)
H (0.561, -0.037, -0.629)
H (0.609, -5.515, -1.715)
N (0.475, 2.128, -3.231)
C (2.650, -1.689, -2.438)
O (-1.268, -0.113, -1.680)
H (4.541, -1.204, -2.316)
H (0.339, 3.733, 0.098)
N (2.314, -0.450, -2.763)
H (-5.740, 1.966, 2.046)
C (-0.515, -0.037, -0.455)
C (-1.540, 4.242, -0.586)
H (2.990, 0.287, -2.911)
H (-0.220, 5.213, 0.606)
H (3.068, 1.128, 0.335)
N (4.613, -0.114, 1.681)
N (1.137, 3.280, 3.850)
O (-0.564, -5.080, 1.169)
H (-0.149, 1.654, -2.594)
N (3.912, -1.968, -2.519)
C (-4.518, 0.941, 0.953)
H (5.023, -0.533, 2.504)
H (-5.434, 2.668, 0.490)
H (1.123, 2.844, -2.938)
H (-0.700, 0.947, -0.023)
H (2.094, 3.040, -4.412)
C (0.595, 1.739, -4.511)
N (-1.528, 3.085, -1.115)
N (-3.972, 0.924, -0.270)
N (-2.620, -2.338, 2.257)
H (-4.333, 1.607, -0.921)
H (1.812, 1.975, -5.860)
H (4.655, 0.843, 1.360)
N (0.749, -3.680, 0.014)
O (-4.277, 0.130, 1.810)
N (2.903, 0.131, 0.350)
C (3.666, -0.737, 1.025)
C (1.619, 2.141, 3.343)
N (1.651, 2.281, -4.910)
C (0.184, -4.858, 0.190)
H (-2.902, -4.202, 4.690)
H (1.814, 3.706, 4.467)
H (1.314, -0.344, -2.848)
H (2.022, -0.203, -0.014)
Fe (-2.397, -1.494, -2.884)
H (-2.284, 2.888, -1.756)
H (-3.164, -1.796, 1.601)
H (0.052, -6.665, -0.465)
H (-0.880, 2.470, -0.645)
N (0.681, 1.251, 2.896)
H (4.273, -2.882, -2.287)
N (-0.474, 4.323, 0.202)
H (0.643, -3.118, 0.846)
H (0.198, 3.645, 3.767)
O (-2.436, 5.073, -0.730)
O (2.728, 1.844, 3.535)
N (-5.334, 1.889, 1.124)
N (-2.485, -3.569, 4.024)
H (-1.632, -2.540, 2.209)
H (1.166, -3.342, -0.842)
N (0.347, -5.747, -0.767)
O (1.794, -2.603, -2.219)
C (-3.272, -3.120, 3.073)
H (0.964, 0.446, 2.356)
O (-0.186, 1.054, -5.188)
H (-3.139, 0.376, -0.433)

## Properties
- LUMO level (spin up / spin down) (eV) = -0.61 / -1.68
- spin multiplicity = 6
- highest occupied orbital energy (spin up / spin down) (hartree) = -0.3071 / -0.3173
- HOMO-LUMO gap (spin up / spin down) (eV) = 7.75 / 6.96
- net charge = 0
- E_tot (a.u.) = -3180.93070
- energy above the lowest of the compared OMol25 structures with the same formula, charge and spin (kJ/mol) = 167.5

***

Below is 10 unconnected molecules or ions with the total composition C9H36F2N19O13S2 in a non-equilibrium geometry, with properties calculated with the ωB97M-V functional and the def2-TZVPD basis.

Element x y z (Å)
O (-2.763, 2.395, 3.146)
H (3.854, -2.266, -0.068)
O (-4.260, -2.877, -2.754)
C (1.473, 2.656, 5.077)
N (2.484, 2.844, 4.191)
N (1.330, 3.679, 5.968)
O (0.191, -1.063, -1.134)
O (-2.003, -0.263, -0.452)
H (-0.820, 2.661, -2.633)
S (0.365, 1.313, 0.485)
N (1.051, 0.435, -3.637)
N (0.264, -4.307, 3.652)
C (1.351, -4.723, -1.740)
C (-0.765, -4.860, 2.967)
H (-2.212, -4.165, -2.758)
H (2.368, -1.277, 0.030)
N (-0.406, -1.034, -4.550)
N (1.977, -1.471, 2.356)
H (1.741, 4.556, 5.699)
H (-3.389, 4.499, 0.875)
N (3.035, -1.935, 0.405)
H (-1.618, -4.957, 1.250)
H (1.151, -0.185, -2.853)
H (-4.468, 3.340, 1.742)
H (3.447, 3.095, -2.090)
N (2.789, 5.497, -1.890)
H (2.675, 2.481, -0.716)
H (-0.065, -1.720, -3.899)
H (1.994, -2.913, -1.257)
H (3.193, 3.529, 4.370)
N (-0.829, -4.487, 1.664)
H (3.261, 5.163, -2.710)
N (-3.601, 3.823, 1.580)
H (1.423, -0.757, 1.890)
H (-3.809, 3.260, -1.128)
N (-2.510, -3.970, -1.818)
H (-1.330, 4.780, 1.599)
O (1.695, 1.268, -0.061)
C (0.212, 0.169, -4.672)
N (-3.719, -2.617, -0.493)
N (-1.634, 2.428, -3.170)
O (-1.549, -5.617, 3.543)
H (-0.080, -4.142, 1.087)
H (1.824, -1.670, 3.328)
N (1.183, -5.563, -2.804)
C (-3.585, -3.120, -1.764)
O (3.719, -2.879, 2.377)
N (2.995, 3.315, -1.219)
H (2.024, -3.337, -3.010)
H (0.831, -3.607, 3.207)
C (-2.829, 2.978, -2.793)
O (-3.774, 3.096, -3.562)
N (1.782, -3.500, -2.050)
H (-2.120, 3.168, -0.774)
H (-1.031, -1.369, -5.260)
F (-0.971, -2.210, 0.477)
H (-3.416, -3.066, 0.351)
H (-4.569, -2.086, -0.366)
O (1.732, 4.837, -0.034)
N (-1.440, 4.033, 2.253)
S (-0.719, -0.705, -0.064)
C (2.447, 4.544, -0.998)
N (-0.227, -0.103, 1.273)
H (0.525, -4.598, 4.573)
H (0.458, 3.732, 6.466)
O (-0.155, 0.993, -5.509)
H (2.684, 2.084, 3.564)
F (0.541, 1.977, 1.928)
H (1.316, 1.396, -3.511)
O (-0.537, 2.219, -0.167)
H (-1.554, 2.142, -4.135)
C (2.929, -2.172, 1.728)
H (1.801, -5.576, -3.597)
N (-2.855, 3.272, -1.456)
H (0.776, -6.460, -2.599)
H (2.444, 6.420, -1.708)
H (-2.006, -4.201, -0.988)
C (-2.578, 3.305, 2.352)
O (0.912, -5.051, -0.627)
O (0.703, 1.702, 5.070)
H (-0.755, 3.797, 2.951)

## Properties
- LUMO level (eV) = 1.91
- highest occupied orbital energy (hartree) = -0.2592
- HOMO-LUMO gap (eV) = 8.97
- net charge = -1
- E_tot (a.u.) = -3379.54484
- energy above the lowest of the compared OMol25 structures with the same formula, charge and spin (kJ/mol) = 279.1

***

Below is 9 unconnected molecules or ions with the total composition C9H36N8O9 in a non-equilibrium geometry, with properties calculated with the ωB97M-V functional and the def2-TZVPD basis.

Element x y z (Å)
O (3.853, -2.354, 0.139)
H (4.853, 0.692, 2.012)
H (-4.446, 0.826, -1.775)
H (0.155, -2.335, -3.064)
H (0.899, -0.725, -0.572)
O (-0.121, 1.604, 0.601)
N (-2.399, 3.431, -1.373)
O (2.784, 0.179, -0.230)
H (4.454, 2.205, 1.162)
H (-2.017, -0.911, -0.019)
O (2.854, -0.913, 3.595)
H (-0.362, -3.165, -0.540)
C (-1.356, 2.961, -1.928)
C (4.769, 1.765, 2.136)
H (2.825, -4.071, 0.540)
H (-0.762, 2.380, 2.523)
H (-1.978, -3.642, 0.052)
H (0.928, 0.851, 1.695)
H (-0.769, 1.131, -2.438)
H (-2.526, 4.440, -1.083)
H (-0.268, -0.745, 2.980)
H (3.913, 3.100, 3.303)
O (-1.074, -1.921, 0.841)
C (2.699, -3.039, 0.204)
H (-2.911, 0.065, -3.619)
N (-1.419, 1.643, -1.816)
O (-3.776, 0.149, 1.403)
H (-3.036, 2.757, -0.891)
C (-0.988, 2.299, 1.454)
C (1.672, -0.161, -1.046)
H (-0.607, 1.729, -0.280)
N (-2.683, -0.369, -0.586)
H (0.752, -2.083, 3.371)
H (-1.995, 1.849, 1.335)
H (2.071, -3.177, -0.675)
H (-1.092, 3.303, 1.116)
H (1.977, -0.774, -1.918)
H (1.261, 0.754, -1.486)
H (5.755, 2.201, 2.284)
N (1.640, 0.680, 2.338)
H (-0.361, -1.798, 1.458)
C (-3.632, 0.235, 0.038)
H (-2.758, -0.589, -1.660)
H (-1.456, -2.898, -2.637)
O (-0.394, -0.079, -3.609)
N (-2.652, -0.810, -3.174)
H (-2.098, 1.002, -1.370)
C (1.693, -0.441, 3.001)
N (0.660, -1.158, 2.889)
C (-1.328, -1.084, -3.345)
O (-0.375, 3.753, -2.381)
H (-0.516, -3.850, 1.036)
H (-5.070, 1.554, -0.332)
H (2.427, 1.291, 2.544)
N (-0.883, -2.210, -3.027)
H (2.100, -2.665, 0.998)
O (3.822, 2.158, 3.170)
H (3.698, -1.492, -0.312)
H (2.324, 0.211, 0.648)
N (-4.327, 0.992, -0.787)
C (-0.986, -3.212, 0.321)
H (-3.428, -1.523, -3.239)

## Properties
- LUMO level (eV) = -0.67
- highest occupied orbital energy (hartree) = -0.3254
- HOMO-LUMO gap (eV) = 8.19
- structure (SMILES) = NC(N)=O.NC(N)=O.NC(N)=O.NC(N)=O.CO.CO.CO.CO.CO
- net charge = 0
- E_tot (a.u.) = -1479.57106
- energy above the lowest of the compared OMol25 structures with the same formula, charge and spin (kJ/mol) = 696.6

***

Below is 9 unconnected molecules or ions with the total composition C9H36O9 in a non-equilibrium geometry, with properties calculated with the ωB97M-V functional and the def2-TZVPD basis.

Element x y z (Å)
H (-32.031, 7.981, -10.854)
C (-26.527, 2.029, -11.277)
H (-25.389, 5.033, -12.590)
H (-32.044, 3.956, -9.839)
C (-27.987, 7.993, -8.977)
H (-33.403, 4.928, -9.177)
C (-27.786, -0.390, -8.305)
O (-27.740, 4.947, -10.046)
H (-28.496, 7.250, -14.017)
H (-27.654, 5.437, -10.875)
H (-33.264, 6.704, -11.149)
H (-24.444, 3.665, -13.153)
H (-26.416, 3.149, -5.727)
H (-29.792, 4.954, -9.732)
H (-26.035, 1.086, -11.515)
H (-31.489, 6.392, -11.122)
H (-27.213, 7.246, -8.826)
H (-26.735, -0.355, -8.584)
C (-33.058, 3.924, -9.426)
O (-26.654, 4.077, -5.642)
C (-28.947, 6.636, -13.227)
O (-33.900, 3.304, -10.400)
H (-29.217, 3.709, -10.848)
H (-26.590, 2.600, -12.218)
H (-27.156, 4.457, -7.605)
H (-27.551, 1.819, -10.951)
O (-25.785, 2.731, -10.301)
H (-27.963, 4.912, -13.374)
H (-28.516, 7.847, -9.916)
H (-28.448, 3.643, -6.686)
H (-26.702, 9.336, -8.374)
H (-25.513, 4.522, -14.262)
H (-31.967, 8.195, -13.014)
H (-26.358, 3.438, -9.966)
O (-23.757, 5.488, -13.841)
C (-32.284, 7.083, -11.427)
C (-24.811, 4.657, -13.438)
H (-23.379, 5.978, -13.111)
H (-29.268, 7.280, -12.415)
O (-32.305, 7.319, -12.823)
H (-28.722, 7.988, -8.168)
C (-27.633, 4.369, -6.624)
H (-27.883, -1.254, -7.633)
H (-29.104, 0.971, -7.816)
C (-28.962, 4.268, -9.943)
O (-28.035, 5.652, -12.772)
H (-29.824, 6.177, -13.694)
H (-33.005, 3.309, -8.531)
H (-28.394, -0.607, -9.185)
H (-33.604, 3.605, -11.261)
H (-28.934, 3.572, -9.106)
O (-28.180, 0.795, -7.639)
O (-27.361, 9.284, -9.070)
H (-28.068, 5.340, -6.388)

## Properties
- LUMO level (eV) = 0.23
- highest occupied orbital energy (hartree) = -0.3714
- HOMO-LUMO gap (eV) = 10.33
- structure (SMILES) = CO.CO.CO.CO.CO.CO.CO.CO.CO
- net charge = 0
- E_tot (a.u.) = -1041.47429
- energy above the lowest of the compared OMol25 structures with the same formula, charge and spin (kJ/mol) = 515.9